The following is a quantum chemistry calculation of a molecular structure, C3H4LiO2Sn, from the Open Molecules 2025 dataset.

Summary:
* molar mass: 197.715 g mol⁻¹
* maximum force: 5.79 eV/Å
* frontier orbital gap (spin up / spin down): 8.7793 / 4.4676 eV

```
! wB97M-V def2-TZVPD RIJCOSX def2/J DEFGRID3
* xyz 1 1
O 5.181 -1.002 3.330
Sn 6.243 -1.940 4.560
C 4.327 -1.430 2.520
O 4.039 -2.776 2.633
C 4.595 -3.590 3.579
C 5.845 -4.087 3.488
H 3.908 -3.870 4.384
H 6.180 -4.802 4.243
H 6.514 -3.905 2.643
Li 3.927 -0.532 0.593
H 4.882 -0.941 -0.834
*
```


The following is a quantum chemistry calculation of a molecular structure, C3H4LiO3Rb, from the Open Molecules 2025 dataset.

Summary:
* molar mass: 180.471 g mol⁻¹
* maximum force: 2.89 eV/Å
* frontier orbital gap (spin up / spin down): 5.2138 / 5.2292 eV

```
! wB97M-V def2-TZVPD RIJCOSX def2/J DEFGRID3
* xyz 1 2
H 1.218 4.466 -0.901
C -1.404 -1.128 -0.414
C -1.190 -0.215 0.752
O -0.432 0.904 0.376
C 0.912 0.697 0.217
O 1.498 1.709 -0.205
O -0.651 -2.045 -0.695
Rb 4.565 0.515 -0.652
H -2.278 -0.919 -1.061
H -0.655 -0.790 1.532
H -2.162 0.098 1.163
Li 0.581 -3.291 -0.110
*
```


The following is a quantum chemistry calculation of a molecular structure, C3H4LiO3V, from the Open Molecules 2025 dataset.

Summary:
* molar mass: 145.947 g mol⁻¹
* maximum force: 3.33 eV/Å
* frontier orbital gap (spin up / spin down): 4.5362 / 3.9498 eV

```
! wB97M-V def2-TZVPD RIJCOSX def2/J DEFGRID3
* xyz 0 5
H 1.711 -1.749 0.616
C 1.230 -1.030 -0.077
C 0.525 -0.036 0.782
O -0.537 0.543 0.281
Li -1.224 -0.750 -1.114
O 0.372 -1.637 -0.980
H 2.065 -0.497 -0.581
H 1.033 0.451 1.625
V 0.752 -2.989 -2.186
C -1.112 2.116 0.867
O -2.172 2.404 0.201
H -2.642 3.173 0.567
*
```


The following is a quantum chemistry calculation of a molecular structure, C3H4LiO3Y, from the Open Molecules 2025 dataset.

Summary:
* molar mass: 183.909 g mol⁻¹
* maximum force: 2.68 eV/Å
* frontier orbital gap (spin up / spin down): 5.7527 / 6.5394 eV

```
! wB97M-V def2-TZVPD RIJCOSX def2/J DEFGRID3
* xyz 1 2
H 1.185 1.055 2.239
C 0.478 1.272 1.410
C 0.045 -0.062 0.900
O 0.133 -0.365 -0.286
Li 1.027 1.153 -1.183
O 1.017 2.064 0.420
H -0.411 1.714 1.906
H -0.388 -0.773 1.630
Y 1.376 4.346 0.338
C -1.343 -3.216 -1.476
O -1.397 -3.184 -2.735
H -1.722 -4.004 -3.163
*
```


The following is a quantum chemistry calculation of a molecular structure, C3H4LiO4V, from the Open Molecules 2025 dataset.

Summary:
* molar mass: 161.946 g mol⁻¹
* maximum force: 2.26 eV/Å
* frontier orbital gap (spin up / spin down): 7.1340 / 7.1107 eV

```
! wB97M-V def2-TZVPD RIJCOSX def2/J DEFGRID3
* xyz 1 4
H 2.670 -2.685 -2.702
C 2.358 -1.903 -2.004
C 3.318 -1.232 -1.141
O 2.820 -0.608 -2.333
H 2.953 -0.794 -0.208
H 4.373 -1.511 -1.166
O 1.054 -1.987 -1.587
H 0.541 -2.612 -2.149
O -0.978 -1.935 -5.596
C -1.017 -2.334 -4.499
Li -1.496 -1.645 -7.456
V -2.332 -1.429 -10.055
O -1.133 -2.951 -3.528
*
```


The following is a quantum chemistry calculation of a molecular structure, C3H4MgO2, from the Open Molecules 2025 dataset.

Summary:
* molar mass: 96.368 g mol⁻¹
* maximum force: 3.25 eV/Å
* frontier orbital gap (spin up / spin down): 5.5646 / 5.5647 eV

```
! wB97M-V def2-TZVPD RIJCOSX def2/J DEFGRID3
* xyz 0 1
O -1.290 -1.170 -0.245
C -1.475 0.152 -0.345
C -0.521 1.138 -0.453
O 0.816 0.953 -0.577
C 1.528 0.091 0.376
Mg 0.414 -1.705 0.382
H -2.472 0.539 -0.075
H -1.099 1.569 -1.388
H 1.573 0.645 1.333
H 2.561 0.071 -0.006
*
```


The following is a quantum chemistry calculation of a single C3H4N2 molecule, from the Open Molecules 2025 dataset.

Summary:
* molar mass: 68.079 g mol⁻¹
* maximum force: 2.38 eV/Å
* SMILES: N#C[C@H]1CN1
* frontier orbital gap: 11.1916 eV

```
! wB97M-V def2-TZVPD RIJCOSX def2/J DEFGRID3
* xyz 0 1
N -1.148 0.160 -1.924
C -0.168 -0.222 -1.440
C 0.699 -0.285 -0.266
C -0.051 0.654 0.680
N 0.077 -0.773 0.938
H 1.767 -0.449 -0.399
H 0.526 1.193 1.444
H -0.964 1.087 0.125
H -0.738 -1.364 0.843
*
```


The following is a quantum chemistry calculation of a single C3H4N2 molecule, from the Open Molecules 2025 dataset.

Summary:
* molar mass: 68.079 g mol⁻¹
* maximum force: 1.12 eV/Å
* SMILES: N#C[C@H]1CN1
* frontier orbital gap: 11.1594 eV

```
! wB97M-V def2-TZVPD RIJCOSX def2/J DEFGRID3
* xyz 0 1
N -2.483 0.964 0.684
C -1.469 0.551 0.310
C -0.308 0.116 -0.437
C 1.086 0.082 0.073
N 0.384 -1.155 -0.237
H -0.451 0.377 -1.481
H 1.858 0.364 -0.638
H 1.303 0.321 1.111
H 0.081 -1.619 0.615
*
```


The following is a quantum chemistry calculation of a single C3H4N2 molecule, from the Open Molecules 2025 dataset.

Summary:
* molar mass: 68.079 g mol⁻¹
* maximum force: 2.45 eV/Å
* frontier orbital gap (spin up / spin down): 7.5020 / 7.5036 eV

```
! wB97M-V def2-TZVPD RIJCOSX def2/J DEFGRID3
* xyz 0 1
N -0.334 0.428 1.327
C 0.571 0.673 0.432
C 0.516 -0.019 -0.798
C -0.588 -0.870 -0.769
N -1.455 -1.092 0.123
H -0.222 0.970 2.191
H 1.376 1.400 0.595
H 1.207 0.090 -1.619
H -1.070 -1.580 -1.483
*
```


The following is a quantum chemistry calculation of a single C3H4N2 molecule, from the Open Molecules 2025 dataset.

Summary:
* molar mass: 68.079 g mol⁻¹
* maximum force: 6.32 eV/Å
* SMILES: C#C/C=N/N
* frontier orbital gap: 9.7741 eV

```
! wB97M-V def2-TZVPD RIJCOSX def2/J DEFGRID3
* xyz 0 1
C 0.955 0.692 2.516
C 0.223 0.252 1.545
C -0.406 -0.093 0.245
N 0.244 0.096 -0.785
N -0.179 -0.560 -2.041
H 1.551 1.409 3.360
H -1.202 -1.147 0.218
H 0.091 -0.148 -2.852
H -1.277 -0.501 -2.206
*
```


The following is a quantum chemistry calculation of a single C3H4N2 molecule, from the Open Molecules 2025 dataset.

Summary:
* molar mass: 68.079 g mol⁻¹
* maximum force: 4.01 eV/Å
* SMILES: N#C[C@H]1CN1
* frontier orbital gap: 11.4868 eV

```
! wB97M-V def2-TZVPD RIJCOSX def2/J DEFGRID3
* xyz 0 1
N -2.412 -1.460 -0.247
C -1.531 -0.691 -0.124
C -0.378 0.057 0.267
C 1.059 -0.200 -0.010
N 0.357 0.837 -0.787
H -0.668 0.601 1.210
H 1.344 -0.984 -0.704
H 1.729 0.065 0.829
H 0.499 1.775 -0.433
*
```


The following is a quantum chemistry calculation of 2 unconnected molecules or ions with the total composition C3H4N2, from the Open Molecules 2025 dataset.

Summary:
* molar mass: 68.079 g mol⁻¹
* maximum force: 2.15 eV/Å
* SMILES: CC#N.C#N
* frontier orbital gap: 12.9019 eV

```
! wB97M-V def2-TZVPD RIJCOSX def2/J DEFGRID3
* xyz 0 1
C -0.042 1.231 1.276
C -0.322 -0.165 1.037
N -0.481 -1.280 0.876
H 0.478 1.427 2.209
H -0.991 1.655 1.234
H 0.441 1.556 0.342
C 0.257 -1.546 -2.337
N 0.791 -1.104 -3.263
H -0.130 -1.775 -1.374
*
```


The following is a quantum chemistry calculation of a single C3H4N2 molecule, from the Open Molecules 2025 dataset.

Summary:
* molar mass: 68.079 g mol⁻¹
* maximum force: 2.71 eV/Å
* SMILES: c1cn[nH]c1
* frontier orbital gap: 10.2166 eV

```
! wB97M-V def2-TZVPD RIJCOSX def2/J DEFGRID3
* xyz 0 1
C -0.259 0.078 0.944
C -1.192 0.419 -0.061
N -0.713 0.276 -1.292
N 0.650 -0.207 -1.048
C 0.866 -0.307 0.272
H -0.359 0.101 2.015
H -2.227 0.754 0.070
H 1.455 -0.483 -1.643
H 1.801 -0.652 0.700
*
```


The following is a quantum chemistry calculation of a single C3H4N2 molecule, from the Open Molecules 2025 dataset.

Summary:
* molar mass: 68.079 g mol⁻¹
* maximum force: 1.37 eV/Å
* SMILES: N#C[C@H]1CN1
* frontier orbital gap: 11.3559 eV

```
! wB97M-V def2-TZVPD RIJCOSX def2/J DEFGRID3
* xyz 0 1
N -2.036 -1.129 -0.171
C -0.913 -1.169 0.115
C 0.448 -0.643 0.169
C 0.282 0.680 -0.548
N 0.641 0.617 0.850
H 1.306 -1.316 0.148
H 1.013 1.139 -1.203
H -0.771 0.799 -0.852
H -0.047 0.876 1.547
*
```


The following is a quantum chemistry calculation of a single C3H4N2 molecule, from the Open Molecules 2025 dataset.

Summary:
* molar mass: 68.079 g mol⁻¹
* maximum force: 3.12 eV/Å
* SMILES: N#C[C@H]1CN1
* frontier orbital gap: 11.5023 eV

```
! wB97M-V def2-TZVPD RIJCOSX def2/J DEFGRID3
* xyz 0 1
N 2.554 -0.480 -0.153
C 1.500 -0.014 -0.249
C 0.182 0.600 -0.245
C -0.980 -0.281 -0.467
N -0.565 0.282 0.945
H 0.176 1.632 -0.578
H -1.880 0.122 -0.018
H -0.740 -1.330 -0.656
H -0.221 -0.495 1.483
*
```


The following is a quantum chemistry calculation of a single C3H4N2 molecule, from the Open Molecules 2025 dataset.

Summary:
* molar mass: 68.079 g mol⁻¹
* maximum force: 4.88 eV/Å
* SMILES: [H]/N=c1/cc1N
* frontier orbital gap: 9.1531 eV

```
! wB97M-V def2-TZVPD RIJCOSX def2/J DEFGRID3
* xyz 0 1
H 0.868 2.601 -0.605
N 0.320 2.447 0.282
C 0.013 1.309 0.585
C -0.576 0.344 1.402
C -0.055 -0.087 0.236
N 0.217 -1.076 -0.596
H -0.955 0.135 2.364
H -0.320 -1.976 -0.368
H 0.035 -0.651 -1.550
*
```


The following is a quantum chemistry calculation of a single C3H4N2O molecule, from the Open Molecules 2025 dataset.

Summary:
* molar mass: 84.078 g mol⁻¹
* maximum force: 0.54 eV/Å
* frontier orbital gap: 8.5187 eV

```
! wB97M-V def2-TZVPD RIJCOSX def2/J DEFGRID3
* xyz 0 1
N -0.122 -1.322 1.601
C -0.288 -0.354 0.663
N 0.753 -0.363 -0.286
C 0.577 0.595 -1.130
C -0.195 1.704 -1.320
O -1.227 0.443 0.636
H 0.730 -1.861 1.593
H -0.731 -1.374 2.401
H 1.321 0.791 -1.937
H -0.818 1.742 -2.223
*
```


The following is a quantum chemistry calculation of a single C3H4N2O molecule, from the Open Molecules 2025 dataset.

Summary:
* molar mass: 84.078 g mol⁻¹
* maximum force: 3.56 eV/Å
* frontier orbital gap (spin up / spin down): 8.5647 / 7.1354 eV

```
! wB97M-V def2-TZVPD RIJCOSX def2/J DEFGRID3
* xyz 0 1
C 1.221 0.211 0.088
C 1.465 -1.415 0.114
C -1.174 0.177 -0.255
N 2.118 0.906 -0.341
N -0.093 0.478 0.699
O 0.798 -2.342 0.037
H -1.045 -0.875 -0.499
H -2.043 0.300 0.409
H -1.120 1.032 -1.059
H -0.126 1.529 0.808
*
```


The following is a quantum chemistry calculation of a single C3H4N2O molecule, from the Open Molecules 2025 dataset.

Summary:
* molar mass: 84.078 g mol⁻¹
* maximum force: 3.68 eV/Å
* SMILES: N#CCC(N)=O
* frontier orbital gap: 10.2836 eV

```
! wB97M-V def2-TZVPD RIJCOSX def2/J DEFGRID3
* xyz 0 1
N -2.036 0.486 -0.336
C -1.003 1.020 -0.406
C 0.408 1.111 -0.291
C 0.814 -0.608 0.237
N -0.313 -1.297 0.415
O 2.008 -0.768 0.314
H 0.748 1.788 0.502
H 0.938 1.265 -1.236
H -0.235 -2.284 0.672
H -1.328 -0.712 0.130
*
```


The following is a quantum chemistry calculation of a single C3H4N2O molecule, from the Open Molecules 2025 dataset.

Summary:
* molar mass: 84.078 g mol⁻¹
* maximum force: 0.35 eV/Å
* SMILES: Nc1cnco1
* frontier orbital gap: 9.7490 eV

```
! wB97M-V def2-TZVPD RIJCOSX def2/J DEFGRID3
* xyz 0 1
N 1.806 0.049 -0.185
C 0.423 0.148 -0.057
C -0.446 1.121 0.305
N -1.733 0.598 0.334
C -1.588 -0.623 -0.045
O -0.316 -0.986 -0.305
H 2.032 -0.693 -0.836
H 2.260 -0.150 0.702
H -0.262 2.163 0.525
H -2.346 -1.384 -0.170
*
```